Entry 1:
Below is a 8-piece molecular cluster, C61H89BrFI2N9O4 overall, with properties calculated with wB97M-V/def2-TZVPD.

LUMO energy = -0.47 eV
Kohn-Sham gap = 8.2 eV
E_HOMO = -8.707 eV

Structure (ORCA input):
```
! RIJCOSX wB97M-V def2-TZVPD def2/J DEFGRID3
* xyz 0 1
C 0.3148 0.7866 3.1903
O -0.4446 -0.3547 2.8470
C 0.1998 -1.1538 1.8624
C -0.4677 -2.5132 1.8001
C -1.6923 -2.5675 0.8793
C -1.3297 -2.9325 -0.5970
C -1.1368 -1.6341 -1.3483
C 0.1756 -1.0936 -1.6435
C 1.2979 -1.9943 -1.1318
I 3.1322 -1.1562 -0.4139
C 1.5679 -3.2104 -2.0573
C 2.7435 -3.1288 -3.0213
I 1.9850 -4.8988 -0.7379
C 0.2721 0.1327 -2.2870
C 1.5344 0.8722 -2.6526
C 2.2913 0.3627 -3.8941
C 3.8220 0.4961 -3.8866
C 4.3789 1.6053 -3.0072
C 3.8598 2.9814 -3.3516
O 4.6449 4.0067 -2.6796
C 4.0089 4.5049 -1.5891
C 4.2621 3.7984 -0.2973
O 3.2814 5.4536 -1.6668
C -0.9212 0.8295 -2.6639
N -0.8155 2.0208 -3.3247
C -1.8989 2.6702 -3.6312
C -1.7468 4.0054 -4.2862
C -1.8155 5.1495 -3.2774
O -2.1411 6.2532 -3.6229
C -1.4284 4.8487 -1.8635
C -0.0871 4.8919 -1.4885
C 0.2671 4.6070 -0.1744
C -0.7152 4.2700 0.7502
C -2.0532 4.2285 0.3742
C -2.4169 4.5243 -0.9348
C -3.1886 2.1359 -3.3278
C -4.4389 2.8870 -3.6847
C -5.6703 2.3227 -3.0125
F -6.6425 3.3234 -2.9644
N -3.3239 0.9811 -2.7455
C -2.1898 0.3135 -2.3894
C -2.2677 -0.9303 -1.7323
Br -4.0257 -1.5637 -1.3903
H 0.9915 0.5593 4.0149
H -0.3681 1.5761 3.4962
H 0.8808 1.1505 2.3322
H 1.2585 -1.2477 2.1122
H 0.1278 -0.6227 0.9072
H -0.7527 -2.7451 2.8247
H 0.2768 -3.2521 1.5133
H -2.1229 -1.5734 0.8464
H -2.4090 -3.2799 1.2665
H -0.4476 -3.5549 -0.5507
H -2.1083 -3.5286 -1.0536
H 0.9311 -2.4028 -0.2075
H 0.6492 -3.4930 -2.5549
H 3.6470 -3.5314 -2.5843
H 2.9241 -2.1275 -3.3867
H 2.5223 -3.7550 -3.8840
H 1.2393 1.8833 -2.8829
H 2.1596 0.9772 -1.7740
H 1.9321 0.9486 -4.7393
H 1.9564 -0.6469 -4.1075
H 4.1449 0.7127 -4.9050
H 4.3244 -0.4314 -3.6236
H 5.4620 1.6353 -3.1167
H 4.1931 1.4100 -1.9550
H 2.8309 3.1245 -3.0329
H 3.8915 3.1838 -4.4186
H 3.6968 2.8689 -0.2586
H 3.9246 4.4310 0.5152
H 5.3154 3.5712 -0.1653
H -0.7633 4.0739 -4.7428
H -2.5244 4.1866 -5.0209
H 0.6685 5.1489 -2.2169
H 1.3108 4.6416 0.0970
H -0.4350 4.0469 1.7691
H -2.8151 3.9654 1.0914
H -3.4549 4.5159 -1.2334
H -4.5396 2.8451 -4.7706
H -4.3503 3.9417 -3.4328
H -6.0922 1.4839 -3.5545
H -5.4501 2.0379 -1.9891
C 1.8962 -10.4641 -3.7244
C 3.0021 -9.4176 -3.7922
C 2.7257 -8.2002 -2.9016
C 1.4968 -7.5170 -3.2944
N 0.5341 -6.9959 -3.6295
H 0.9479 -10.0621 -4.0831
H 2.1446 -11.3249 -4.3446
H 1.7504 -10.8172 -2.7020
H 3.1310 -9.0874 -4.8244
H 3.9476 -9.8636 -3.4795
H 3.5434 -7.4813 -2.9607
H 2.6262 -8.5038 -1.8579
C 3.6215 10.9279 -0.7984
C 4.6577 9.8131 -0.8793
C 4.0848 8.4400 -0.5057
C 3.5806 8.4307 0.8653
N 3.1768 8.4467 1.9362
H 3.2461 11.0469 0.2191
H 4.0576 11.8796 -1.1008
H 2.7724 10.7231 -1.4528
H 5.4965 10.0472 -0.2211
H 5.0538 9.7542 -1.8941
H 4.8500 7.6687 -0.5909
H 3.2672 8.1659 -1.1732
C 3.0930 11.1928 3.6458
C 2.7965 11.5643 5.0932
C 2.5170 13.0604 5.2861
C 3.6630 13.8770 4.8894
N 4.5625 14.5152 4.5840
H 3.9919 11.6982 3.2863
H 3.2547 10.1226 3.5449
H 2.2618 11.4679 2.9927
H 3.6372 11.2719 5.7251
H 1.9266 11.0047 5.4412
H 2.2920 13.2796 6.3304
H 1.6569 13.3658 4.6880
C -4.3427 -6.2742 -2.6796
C -3.2069 -7.2632 -2.4392
C -3.0896 -7.6886 -0.9692
C -2.8330 -6.5302 -0.1176
N -2.6520 -5.6208 0.5537
H -4.1842 -5.3437 -2.1307
H -4.4126 -6.0221 -3.7375
H -5.3042 -6.6903 -2.3696
H -2.2633 -6.8253 -2.7637
H -3.3669 -8.1578 -3.0433
H -2.2812 -8.4049 -0.8329
H -4.0122 -8.1619 -0.6331
C 1.9075 -1.6034 6.0421
C 2.7184 -2.8773 6.2522
C 3.6887 -3.1596 5.0981
C 2.9693 -3.3229 3.8376
N 2.3813 -3.4669 2.8668
H 1.2773 -1.6763 5.1534
H 1.2531 -1.4202 6.8937
H 2.5611 -0.7361 5.9274
H 2.0417 -3.7252 6.3695
H 3.2946 -2.7985 7.1753
H 4.2604 -4.0686 5.2865
H 4.3966 -2.3368 4.9848
C -5.7122 -1.3599 2.1444
C -4.7347 -0.2457 2.4837
C -4.1175 -0.4080 3.8753
C -5.1405 -0.3874 4.9214
N -5.9537 -0.3657 5.7272
H -6.5617 -1.3620 2.8292
H -6.1013 -1.2309 1.1344
H -5.2274 -2.3374 2.1941
H -5.2420 0.7196 2.4200
H -3.9282 -0.2306 1.7500
H -3.4092 0.3919 4.0749
H -3.5736 -1.3500 3.9419
C -4.3404 -10.3480 4.2451
C -4.9531 -9.2864 3.3398
C -5.1300 -9.7669 1.8940
C -3.8480 -10.1249 1.2896
N -2.8356 -10.3978 0.8260
H -3.3374 -10.6205 3.9145
H -4.2611 -9.9784 5.2668
H -4.9510 -11.2527 4.2610
H -4.3280 -8.3920 3.3472
H -5.9309 -8.9953 3.7261
H -5.5866 -8.9839 1.2863
H -5.7811 -10.6416 1.8560
*
```

Atom charges from the Mulliken analysis, given in e for atoms 1 to 6:
1 C -0.690
2 O -0.241
3 C -0.419
4 C -1.531
5 C 0.466
6 C -1.045


Entry 2:
Below is a 8-piece molecular cluster, C35H58Cl14F13N5O3PS overall, with properties calculated with wB97M-V/def2-TZVPD.

LUMO energy = -3.84 eV
Kohn-Sham gap = 7.5 eV
E_HOMO = -11.340 eV

Structure (ORCA input):
```
! RIJCOSX wB97M-V def2-TZVPD def2/J DEFGRID3
* xyz 1 1
C 6.4665 2.4931 -0.3313
O 5.7460 1.5185 0.4104
C 5.3805 0.3818 -0.3313
C 4.3727 0.6808 -1.4147
C 4.0409 -0.5133 -2.3138
C 3.7011 -1.7758 -1.5186
C 2.4609 -1.6049 -0.6306
C 1.2361 -2.1522 -1.3761
C -0.0857 -1.6886 -0.8634
C -0.9953 -1.0474 -1.7530
C -0.7174 -0.8661 -3.2213
C -0.1858 0.5660 -3.4738
C -1.1680 1.3655 -4.2860
F -2.4454 1.2388 -3.8815
F -1.1159 0.8831 -5.5604
C -0.8265 2.8697 -4.4163
F 0.4246 3.0001 -4.8810
F -1.6483 3.3639 -5.3556
C -1.0687 3.6957 -3.1007
F -2.2455 4.3235 -3.2520
F -1.2229 2.8971 -2.0324
C -0.0413 4.8381 -2.8252
F -0.6477 5.7127 -2.0213
F 0.2399 5.4836 -3.9462
S 1.5601 4.3378 -1.9270
F 1.3887 2.8299 -2.3933
F 2.4224 4.6260 -3.2142
F 1.7812 5.8319 -1.4746
F 0.7436 4.0632 -0.6159
F 2.8745 3.9140 -1.1746
N -2.1484 -0.5502 -1.4147
N -2.5354 -0.6901 -0.1453
P -4.1505 0.0477 0.1581
N -4.1593 1.1286 1.2294
O -4.5955 0.5914 -1.2299
O -5.1072 -1.2131 0.3730
C -1.7891 -1.3112 0.7667
C -2.3447 -1.4445 2.1592
C -1.8839 -0.3365 3.0467
N -1.2011 0.6246 2.5983
C -0.5099 -1.8270 0.4514
C 0.3303 -2.5080 1.4972
C 1.1993 -1.5785 2.3069
N 2.2679 -2.0290 2.8065
H 5.7827 3.2667 -0.6747
H 7.2418 2.9021 0.2995
H 6.8869 2.0385 -1.2266
H 4.9838 -0.3142 0.3990
H 6.2718 -0.0825 -0.7706
H 4.6904 1.4990 -2.0536
H 3.4488 1.0123 -0.9442
H 4.8722 -0.7449 -2.9710
H 3.1628 -0.2431 -2.8951
H 3.5573 -2.6385 -2.1603
H 4.5285 -2.0344 -0.8661
H 2.6499 -2.1388 0.2863
H 2.3163 -0.5614 -0.3683
H 1.3815 -1.8741 -2.4058
H 1.2692 -3.2409 -1.3266
H -0.0602 -1.6245 -3.6106
H -1.6927 -1.0372 -3.6640
H 0.0140 1.0256 -2.5175
H 0.7361 0.4809 -4.0343
H -3.2511 1.2865 1.6510
H -4.7741 -0.1037 -1.8888
H -4.6233 -2.0462 0.3938
H -1.9484 -2.3591 2.5775
H -3.4217 -1.5568 2.1893
H -2.1364 -0.4154 4.1006
H -0.9850 1.2664 3.3639
H -0.2672 -3.1219 2.1625
H 0.9864 -3.1938 0.9794
H 0.9238 -0.5391 2.4286
H 2.7595 -1.2968 3.3234
Cl -9.2857 -1.3977 -0.8220
C -9.0044 -0.3487 0.5939
C -8.0495 -0.9646 1.5815
Cl -8.7371 -2.3957 2.3914
H -9.9689 -0.1382 1.0470
H -8.5858 0.5843 0.2206
H -7.8141 -0.2402 2.3592
H -7.1249 -1.2688 1.0991
Cl -1.6295 2.3979 5.2501
C -3.0252 2.4279 6.3693
C -4.3382 2.3624 5.6334
Cl -4.6498 3.8368 4.6905
H -2.9452 3.3304 6.9676
H -2.9240 1.5661 7.0261
H -5.1491 2.2611 6.3524
H -4.3716 1.5165 4.9502
Cl -5.7436 -1.6446 -2.5131
C -5.4498 -1.6851 -4.2793
C -4.6438 -2.8921 -4.6748
Cl -2.9748 -2.7835 -4.0441
H -4.9547 -0.7585 -4.5572
H -6.4238 -1.7156 -4.7626
H -4.5751 -2.9608 -5.7581
H -5.0873 -3.8085 -4.2955
Cl 2.7219 -2.2158 -4.8161
C 3.3917 -2.9370 -6.3097
C 4.8968 -2.9150 -6.3040
Cl 5.5389 -1.2580 -6.4158
H 2.9851 -2.3892 -7.1547
H 3.0363 -3.9642 -6.3584
H 5.2703 -3.4655 -7.1651
H 5.2968 -3.3682 -5.4009
Cl -0.0745 -4.4660 5.0335
C -1.4161 -4.6347 6.1998
C -2.7521 -4.6654 5.5077
Cl -3.1282 -3.0832 4.7647
H -1.3500 -3.8112 6.9052
H -1.2617 -5.5673 6.7383
H -3.5429 -4.8834 6.2220
H -2.7774 -5.4159 4.7231
Cl 2.5360 6.9447 2.6246
C 3.2091 6.9289 0.9748
C 4.2209 5.8296 0.7860
Cl 5.7118 6.1133 1.7199
H 3.6437 7.9053 0.7798
H 2.3748 6.7766 0.2927
H 4.5093 5.7762 -0.2629
H 3.8184 4.8651 1.0851
Cl 4.5014 -2.8463 7.4539
C 4.9104 -3.2904 5.7781
C 5.6041 -2.1722 5.0460
Cl 4.5138 -0.7905 4.7507
H 3.9919 -3.5811 5.2743
H 5.5702 -4.1545 5.8277
H 5.9406 -2.5259 4.0732
H 6.4633 -1.8007 5.5966
*
```

Atom charges from the Mulliken analysis, given in e for atoms 1 to 6:
1 C -0.647
2 O -0.395
3 C -0.936
4 C 0.246
5 C -0.170
6 C -1.590


Entry 3:
Below is one molecule with the formula C4H5NO, with properties calculated with wB97M-V/def2-TZVPD.

LUMO energy = 0.44 eV
Kohn-Sham gap = 11.1 eV
E_HOMO = -10.663 eV
Energy relative to the best compared isomer or geometry (same formula, charge and spin) = 94.54 kJ/mol

Structure (ORCA input):
```
! RIJCOSX wB97M-V def2-TZVPD def2/J DEFGRID3
* xyz 0 1
C 0.3719 1.1418 0.5237
C 0.2861 -0.2191 -0.2440
C 0.1017 -0.3705 -1.7176
N -0.0009 -0.6834 -2.8305
C -0.7917 -1.0249 0.4951
O -1.0701 -0.7511 1.6337
H 1.2121 1.7469 0.1923
H -0.5545 1.7250 0.4811
H 0.5209 0.9352 1.5950
H 1.2503 -0.7238 -0.0818
H -1.3203 -1.8408 -0.0277
*
```

Atom charges from the natural (NBO) analysis, given in e for atoms 1 to 6:
1 C -0.594
2 C -0.433
3 C 0.278
4 N -0.305
5 C 0.447
6 O -0.497


Entry 4:
Below is one molecule with the formula C6H11N, with properties calculated with wB97M-V/def2-TZVPD.

LUMO energy = 0.80 eV
Kohn-Sham gap = 8.9 eV
E_HOMO = -8.142 eV
Energy relative to the best compared isomer or geometry (same formula, charge and spin) = 271.99 kJ/mol

Structure (ORCA input):
```
! RIJCOSX wB97M-V def2-TZVPD def2/J DEFGRID3
* xyz 0 1
C 1.6874 -2.6373 1.2923
N 0.8406 -1.8749 1.8395
C 0.3603 -0.7546 1.1615
C -0.1533 -0.8450 -0.0916
C -0.0992 0.1247 -1.2176
C -0.8604 1.4691 -1.2110
C -1.0621 2.1060 0.1553
H 2.5414 -2.3131 0.6623
H 1.6897 -3.7011 1.5387
H 0.6675 0.1807 1.6322
H -0.5984 -1.8437 -0.1354
H -0.4751 -0.4857 -2.0389
H 0.9463 0.3095 -1.4625
H -1.8080 1.4147 -1.7696
H -0.3019 2.0844 -1.9444
H -1.8500 2.8640 0.1349
H -1.4101 1.4049 0.9116
H -0.1149 2.4976 0.5428
*
```

Atom charges from the natural (NBO) analysis, given in e for atoms 1 to 6:
1 C -0.002
2 N -0.427
3 C -0.026
4 C -0.258
5 C -0.446
6 C -0.395


Among the records above, which one has the highest LUMO energy? C6H11N


Which of these has the highest LUMO energy? C6H11N


E_HOMO of number 3 (C4H5NO)? -10.663 eV


Among the records above, which one has the highest Kohn-Sham gap? C4H5NO